A 2-piece molecular cluster, C4H13N2O overall in a non-equilibrium geometry, computed with ωB97M-V/def2-TZVPD.

Last columns: bonded neighbours and bond lengths (Å).
Cartesian coordinates (Å):
1 C 2.228 -0.579 0.046  C4 1.493, H8 1.045, H9 1.016, H10 1.032
2 C 0.171 1.027 2.839  N5 1.422, H11 1.171, H12 1.115, H13 1.119
3 C -2.294 0.104 -2.302  N6 1.491, H14 1.148, H15 1.078, H16 1.143
4 C 1.040 0.078 0.667  C1 1.493, N5 1.423, O7 1.237
5 N 1.195 0.468 2.026  C2 1.422, C4 1.423, H17 0.982
6 N -1.143 -0.759 -1.908  C3 1.491, H18 1.012, H19 1.032, H20 1.256
7 O -0.120 0.059 0.238  C4 1.237
8 H 2.056 -1.096 -0.846  C1 1.045
9 H 2.758 -1.217 0.632  C1 1.016
10 H 2.897 0.122 -0.310  C1 1.032
11 H -0.541 0.105 2.958  C2 1.171
12 H 0.499 1.488 3.800  C2 1.115
13 H -0.313 1.766 2.152  C2 1.119
14 H -2.983 -0.215 -3.162  C3 1.148
15 H -2.818 0.065 -1.360  C3 1.078
16 H -1.825 1.109 -2.579  C3 1.143
17 H 1.912 0.189 2.636  N5 0.982
18 H -1.447 -1.696 -1.681  N6 1.012
19 H -0.698 -0.949 -2.819  N6 1.032
20 H -0.575 -0.067 -1.027  N6 1.256

Properties
Energy above the lowest of the compared OMol25 structures with the same formula, charge and spin in eV: 2.423
Max |F| in eV Å⁻¹: 5.2
LUMO energy in eV: -2.89
Net charge: +1


A 2-piece molecular cluster, C4H13N2O overall in a non-equilibrium geometry, computed with ωB97M-V/def2-TZVPD.

Last columns: bonded neighbours and bond lengths (Å).
Cartesian coordinates (Å):
1 C 0.737 -1.178 -0.863  C2 1.520, N6 1.487, H7 1.073, H8 1.091
2 C 0.255 -1.347 0.569  C1 1.520, C3 1.536, H9 1.095, H10 1.100
3 C 0.762 -0.198 1.453  C2 1.536, N5 1.421, H11 1.124, H12 1.094
4 C 1.141 2.091 0.978  N5 1.273, H13 1.105, H14 1.068
5 N 0.434 1.041 0.840  C3 1.421, C4 1.273
6 N -0.280 -0.411 -1.631  C1 1.487, H15 1.030, H16 1.022, H17 1.041
7 H 1.713 -0.742 -0.953  C1 1.073
8 H 0.887 -2.157 -1.323  C1 1.091
9 H 0.494 -2.298 1.056  C2 1.095
10 H -0.840 -1.431 0.501  C2 1.100
11 H 1.848 -0.408 1.658  C3 1.124
12 H 0.206 -0.350 2.383  C3 1.094
13 H 2.236 2.166 1.106  C4 1.105
14 H 0.670 3.028 1.182  C4 1.068
15 H -1.111 -0.876 -2.023  N6 1.030
16 H 0.015 0.109 -2.459  N6 1.022
17 H -0.571 0.351 -0.984  N6 1.041
18 H -3.216 1.283 -1.095  O20 0.962
19 H -2.871 0.465 0.200  O20 0.960
20 O -2.509 0.863 -0.595  H18 0.962, H19 0.960

Properties
Energy above the lowest of the compared OMol25 structures with the same formula, charge and spin in eV: 2.771
Max |F| in eV Å⁻¹: 2.6
LUMO energy in eV: -3.07
Net charge: +1


An isolated ion of composition C4H13N2O and charge +1 in a non-equilibrium geometry, computed with ωB97M-V/def2-TZVPD.

Last columns: bonded neighbours and bond lengths (Å).
Cartesian coordinates (Å):
1 N -0.193 1.065 -0.697  C2 1.480, H8 1.049, H9 1.049
2 C -0.593 -0.083 0.147  N1 1.480, C3 1.588, C5 1.534, H10 1.052
3 C -1.885 0.336 0.970  C2 1.588, O4 1.358, H11 1.043, H12 1.112
4 O -2.913 0.659 0.143  C3 1.358, H13 0.942
5 C 0.597 -0.722 0.874  C2 1.534, C6 1.556, H14 1.097, H15 1.097
6 C 1.940 -0.574 0.102  C5 1.556, N7 1.551, H16 1.129, H17 1.119
7 N 1.741 -0.455 -1.433  C6 1.551, H18 1.023, H19 1.048, H20 1.079
8 H -0.039 1.897 -0.079  N1 1.049
9 H -0.987 1.444 -1.270  N1 1.049
10 H -0.941 -0.744 -0.594  C2 1.052
11 H -1.579 1.194 1.478  C3 1.043
12 H -2.234 -0.465 1.657  C3 1.112
13 H -3.767 0.407 0.450  O4 0.942
14 H 0.596 -0.020 1.718  C5 1.097
15 H 0.461 -1.736 1.269  C5 1.097
16 H 2.267 0.479 0.343  C6 1.129
17 H 2.630 -1.445 0.231  C6 1.119
18 H 2.480 0.009 -1.968  N7 1.023
19 H 1.570 -1.397 -1.860  N7 1.048
20 H 0.848 0.149 -1.480  N7 1.079

Properties
Energy above the lowest of the compared OMol25 structures with the same formula, charge and spin in eV: 2.275
Max |F| in eV Å⁻¹: 3.1
SMILES: N[C@H](CO)CC[NH3+]
LUMO energy in eV: -3.14
Net charge: +1


A 2-piece molecular cluster, C4H13N2O overall in a non-equilibrium geometry, computed with ωB97M-V/def2-TZVPD.

Last columns: bonded neighbours and bond lengths (Å).
Cartesian coordinates (Å):
1 C -2.255 0.153 0.687  C3 1.594, H8 1.070, H9 1.032, H10 1.040
2 C 0.388 1.632 -0.105  C4 1.446, H11 1.123, H12 1.163, H13 1.135
3 C -1.352 -0.179 -0.585  C1 1.594, C4 1.478, N6 1.448, H14 1.067
4 C 0.048 0.255 -0.387  C2 1.446, C3 1.478, N5 1.299
5 N 0.998 -0.626 -0.300  C4 1.299, H15 1.017, H16 1.111
6 N -1.262 -1.612 -0.773  C3 1.448, H17 0.977, H19 1.022
7 O 3.653 -0.181 0.663  H18 0.905, H20 0.903
8 H -1.857 -0.228 1.603  C1 1.070
9 H -3.158 -0.313 0.506  C1 1.032
10 H -2.472 1.169 0.713  C1 1.040
11 H 1.491 1.763 -0.272  C2 1.123
12 H 0.410 2.086 0.965  C2 1.163
13 H -0.300 2.278 -0.737  C2 1.135
14 H -1.818 0.130 -1.493  C3 1.067
15 H 1.972 -0.628 -0.011  N5 1.017
16 H 0.643 -1.623 -0.641  N5 1.111
17 H -1.377 -2.146 0.036  N6 0.977
18 H 4.230 -0.542 1.259  O7 0.905
19 H -2.131 -1.770 -1.286  N6 1.022
20 H 4.148 0.381 0.159  O7 0.903

Properties
Energy above the lowest of the compared OMol25 structures with the same formula, charge and spin in eV: 2.096
Max |F| in eV Å⁻¹: 4.7
LUMO energy in eV: -3.95
Net charge: +1


Repeat the fourth record exactly.
A 2-piece molecular cluster, C4H13N2O overall in a non-equilibrium geometry, computed with ωB97M-V/def2-TZVPD.

Last columns: bonded neighbours and bond lengths (Å).
Cartesian coordinates (Å):
1 C -2.255 0.153 0.687  C3 1.594, H8 1.070, H9 1.032, H10 1.040
2 C 0.388 1.632 -0.105  C4 1.446, H11 1.123, H12 1.163, H13 1.135
3 C -1.352 -0.179 -0.585  C1 1.594, C4 1.478, N6 1.448, H14 1.067
4 C 0.048 0.255 -0.387  C2 1.446, C3 1.478, N5 1.299
5 N 0.998 -0.626 -0.300  C4 1.299, H15 1.017, H16 1.111
6 N -1.262 -1.612 -0.773  C3 1.448, H17 0.977, H19 1.022
7 O 3.653 -0.181 0.663  H18 0.905, H20 0.903
8 H -1.857 -0.228 1.603  C1 1.070
9 H -3.158 -0.313 0.506  C1 1.032
10 H -2.472 1.169 0.713  C1 1.040
11 H 1.491 1.763 -0.272  C2 1.123
12 H 0.410 2.086 0.965  C2 1.163
13 H -0.300 2.278 -0.737  C2 1.135
14 H -1.818 0.130 -1.493  C3 1.067
15 H 1.972 -0.628 -0.011  N5 1.017
16 H 0.643 -1.623 -0.641  N5 1.111
17 H -1.377 -2.146 0.036  N6 0.977
18 H 4.230 -0.542 1.259  O7 0.905
19 H -2.131 -1.770 -1.286  N6 1.022
20 H 4.148 0.381 0.159  O7 0.903

Properties
Energy above the lowest of the compared OMol25 structures with the same formula, charge and spin in eV: 2.096
Max |F| in eV Å⁻¹: 4.7
LUMO energy in eV: -3.95
Net charge: +1